A 2-piece molecular cluster, C2H4N4O2 overall in a non-equilibrium geometry. Source: the Open Molecules 2025 dataset; level of theory: ωB97M-V with the def2-TZVPD basis set.

Each line ends with the Löwdin charge.
Cartesian coordinates (Å):
C: -1.571 -0.228 -0.407  -0.21
C: 0.559 -0.098 0.196  -0.36
N: -0.945 -1.529 -0.409  0.04
N: 0.237 -1.445 -0.106  0.08
N: -0.468 0.694 -0.312  0.02
N: 1.924 0.338 -0.071  -0.36
O: 2.852 -0.376 0.159  0.10
O: 2.096 1.470 -0.593  0.05
H: -2.318 -0.103 -1.177  0.12
H: -2.077 -0.320 0.596  0.14
H: 0.397 0.077 1.843  0.24
H: -0.686 1.521 0.278  0.15

Properties
Energy relative to the best compared isomer or geometry (same formula, charge and spin) in eV: 6.096
Highest occupied orbital energy in eV: -10.14
E_LUMO in eV: -1.22
DFT total energy in eV: -12187.39140